36
Properties=species:S:1:pos:R:3:lowdin_charge:R:1 method="wB97M-V/def2-TZVPD" relative_energy_kj_mol=288.56 lumo_energy_ev=-8.255 homo_lumo_gap_ha=0.2847 homo_energy_ev=-16.00 charge=+2
Na 2.0722 -8.1366 -25.8002 0.75
Na 0.8956 -4.9199 -26.0690 0.75
Na -0.0104 -3.2614 -22.9292 0.87
Na 1.9254 -9.3185 -22.6631 0.75
S 2.5625 -5.8386 -23.7974 0.27
O 1.6383 -4.7363 -23.7941 -0.33
O 3.6577 -5.6431 -22.8537 -0.28
O 1.9834 -7.1137 -23.4644 -0.35
O 3.1387 -5.9689 -25.1094 -0.35
O 2.4781 -4.7176 -20.3718 0.00
H 2.7859 -4.7330 -21.2781 -0.02
H 1.5479 -4.9355 -20.4306 0.01
O 5.1021 -4.7276 -27.4873 -0.03
H 4.8354 -5.3552 -26.8155 -0.02
H 5.5116 -4.0132 -26.9993 0.07
O 3.3877 -7.1676 -27.9700 -0.02
H 3.1867 -6.2362 -27.8783 0.02
H 4.3060 -7.1895 -28.2392 0.07
O 6.9081 -5.3467 -24.0282 -0.02
H 6.0557 -5.1281 -23.6515 0.02
H 7.5422 -4.9286 -23.4457 0.07
O 0.9704 -7.5603 -21.2168 -0.03
H 0.7869 -6.7800 -20.6936 0.04
H 1.3543 -7.2220 -22.0257 -0.06
O 4.3352 -8.3183 -22.4636 -0.01
H 4.5085 -8.4560 -23.3949 0.03
H 4.1804 -7.3770 -22.3850 0.01
O 5.3595 -7.0186 -25.5955 -0.04
H 5.9588 -6.4071 -25.1675 0.00
H 4.4889 -6.7393 -25.3121 -0.07
O 4.1505 -3.2940 -22.7099 -0.03
H 3.3467 -2.8663 -22.4147 0.03
H 3.9208 -4.2212 -22.7701 -0.11
O 3.1340 -3.3978 -26.1973 -0.02
H 3.4358 -4.0284 -25.5435 0.00
H 3.0994 -3.8964 -27.0137 0.02